{
  "formula": "C30H84O44P8S3",
  "method": "ωB97M-V with the def2-TZVPD basis set",
  "species": ["P", "S", "O", "O", "H", "O", "P", "H", "H", "C", "H", "H", "H", "H", "C", "H", "H", "H", "O", "H", "O", "C", "O", "H", "H", "H", "H", "O", "H", "O", "O", "O", "O", "H", "C", "H", "C", "O", "H", "O", "C", "H", "O", "H", "H", "H", "H", "C", "C", "O", "H", "O", "H", "H", "H", "C", "H", "H", "C", "H", "P", "H", "O", "H", "C", "S", "H", "O", "O", "H", "H", "H", "H", "H", "O", "O", "C", "H", "C", "H", "H", "P", "H", "H", "H", "H", "H", "H", "H", "H", "C", "C", "H", "C", "O", "H", "O", "O", "H", "H", "O", "O", "C", "O", "H", "O", "H", "C", "H", "H", "O", "H", "H", "C", "C", "C", "H", "H", "H", "O", "C", "H", "C", "P", "H", "H", "P", "H", "H", "H", "H", "C", "O", "O", "H", "C", "O", "C", "H", "O", "H", "H", "H", "O", "H", "C", "O", "H", "O", "C", "P", "S", "O", "P", "O", "O", "C", "C", "H", "H", "H", "H", "O", "O", "O", "O", "H", "H", "H"],
  "coordinates": [[0.07508, 0.07667, 1.27399], [5.20439, -3.69410, -0.95004], [-5.10517, 1.26705, 2.53263], [1.32379, -5.54873, 4.31881], [-4.34039, -8.07442, 0.81961], [4.98702, 4.59830, 1.38605], [2.26584, 1.44331, 7.12601], [-0.19181, -2.96089, 1.53657], [1.09566, -1.47876, -7.37633], [0.40426, -3.63179, 2.15089], [-9.26581, 0.77618, 2.92454], [-3.58206, 3.69295, -2.45570], [-8.14036, 2.16190, 2.60194], [0.11993, 4.32114, 2.54406], [-3.26446, 3.42638, -1.44852], [-4.10745, 3.69241, -0.80800], [-3.30803, -8.41603, 2.20594], [-3.21435, 2.33904, -1.35617], [-1.99322, 4.02271, -1.18375], [7.45821, -3.16045, 1.55634], [1.25470, -0.94941, 0.94819], [2.98779, 2.84809, 3.82094], [-2.67355, 4.30763, -5.05197], [2.69949, -0.34975, -0.46530], [4.06544, 0.91855, 3.52265], [-1.39829, 4.45207, 3.34036], [-0.58286, -1.01119, 3.61137], [3.15706, 3.95913, 2.95443], [0.99796, 1.74396, -1.49438], [-3.54380, -6.42200, 1.62426], [6.21031, -2.71464, -0.10191], [0.31853, 1.37878, 0.38915], [-3.08086, -5.80659, 4.07626], [-0.00817, 0.47504, -5.85649], [-3.54986, -2.76424, 2.31726], [1.49290, 5.27322, 0.10260], [-0.62605, -0.11558, -5.17794], [4.20135, -2.87362, -1.54230], [1.31445, -3.14708, -1.55451], [0.32821, -1.95483, -3.08867], [0.64408, -0.52665, 7.92769], [-3.74756, -1.09854, -4.37097], [4.60682, 1.06153, -7.00410], [-4.95830, -0.85622, -1.04301], [5.08782, 1.25535, -8.94201], [0.78463, 4.22658, -3.49475], [0.76451, 2.53475, -4.21535], [6.41781, -3.13455, 1.24627], [0.07182, 1.42129, -1.01143], [1.22642, 1.66361, 5.92490], [0.98791, -0.45366, 4.30457], [4.67192, -4.41237, 0.39572], [-5.81215, -2.22246, -0.34332], [2.07399, -0.03451, -3.75436], [3.07827, 3.21819, 4.83950], [5.70368, -4.47895, 1.37399], [0.68950, -0.69939, 6.85108], [-6.63049, -0.62671, -0.73340], [-3.81259, 1.63144, 2.01209], [1.11363, 5.42832, -1.58372], [-3.87283, -5.32156, 2.75427], [1.25682, -1.31705, 8.35518], [-2.09170, -1.89438, -3.38072], [-3.43565, -2.74115, -4.78886], [0.37463, 2.81131, 5.99061], [1.42707, -4.12533, 4.37717], [-1.00824, 4.60692, -9.27088], [-3.02518, 5.94309, 0.08503], [2.31594, 1.81541, -6.11639], [-3.05458, 1.57190, 2.79412], [3.44434, -1.07133, -3.31456], [-0.48483, 0.52634, 4.48825], [0.07277, -1.86086, -1.14486], [-4.14804, -2.33952, -3.25121], [1.60608, -3.44741, 5.61791], [6.01849, -4.56372, -1.72488], [0.05238, -0.15592, 3.83251], [2.49164, -1.46406, -8.48894], [-0.87683, 4.77113, 2.44104], [-4.59296, -2.65464, 2.60282], [-1.63493, 0.25503, -5.34679], [3.32473, 0.74417, -6.08871], [-3.66860, 2.43983, -6.82964], [-2.56943, 2.64090, -8.21681], [3.25642, -1.20960, 1.01517], [-4.94320, -7.76652, 2.46381], [5.88105, -2.39967, 1.85315], [0.47790, 4.06100, -0.75033], [2.35374, -3.77931, 1.23004], [-2.93004, -2.06894, 2.88432], [4.40114, 1.72009, -8.23538], [-1.71384, -6.18878, 3.91272], [-3.54202, 0.81859, 1.33835], [-0.54788, 4.51365, -8.28779], [-6.57966, 1.69469, 0.45292], [-1.08920, -5.67120, 4.63278], [0.39742, 0.68222, 2.70916], [-7.32290, 0.25331, 2.44165], [-0.69350, 3.23470, -3.53460], [4.82411, -0.57279, 7.63372], [3.95227, 0.47515, -4.65410], [-0.06516, 4.14774, -5.29494], [-2.72122, 2.12644, -7.26966], [2.52593, -3.61661, 3.29452], [-1.27389, -6.01952, 2.92953], [-1.60042, 2.48865, -6.44609], [0.88328, 3.68507, 6.39973], [4.64346, 0.36550, 7.11520], [5.04946, 2.19718, 4.28695], [6.37890, -5.25878, 1.00469], [0.19671, -3.48642, 3.55923], [4.81563, 1.23006, 7.75825], [-0.35135, -3.42006, -1.66801], [3.15284, -0.06141, -3.61690], [0.23857, 3.47392, -4.05407], [-4.06587, -7.73358, 1.81735], [-0.51120, 2.56345, 6.57209], [0.12880, 3.10815, 4.97060], [5.20662, -4.79150, 2.28684], [-0.78077, -3.90839, -4.40568], [0.69545, 5.12168, -0.62265], [4.56607, 2.79892, -8.20516], [1.90226, -3.23969, 2.06764], [-0.80304, -2.48239, -4.12107], [0.29611, 5.19512, -8.19843], [2.06163, 2.31259, 3.62878], [-6.16752, 0.73080, 1.48085], [1.65107, -0.01852, -8.20563], [-8.04726, 1.15822, 4.09319], [-0.10613, 0.42346, -1.42486], [-0.64750, 5.83101, 2.34174], [4.25374, 1.99069, 3.57216], [2.87334, 2.70674, 7.56753], [-3.00408, -4.08082, 2.23515], [-0.37384, -0.43243, 8.28374], [0.39573, -2.63705, -1.84062], [-1.48057, 4.83768, -7.25703], [1.97979, -0.92595, -7.68804], [3.37984, 1.63331, -8.61620], [-1.26783, -0.51617, 1.13899], [-3.50740, -2.32292, 1.31830], [-1.54686, -7.25388, 4.08618], [-3.82060, 2.64462, 1.61828], [-5.27314, -4.98429, 2.96136], [-0.18693, 3.48411, -8.24277], [-5.74994, -1.13765, -0.34080], [-1.48728, 4.18800, 1.29398], [5.40007, 0.49292, 6.33812], [4.74925, 2.35261, 2.28354], [2.58583, -0.45504, 0.60998], [-1.83306, 5.09168, 0.01287], [3.96783, 3.62841, 1.59578], [1.41706, 0.67323, 8.22577], [-1.52046, 3.98708, -5.89697], [3.11385, 3.16312, 0.55249], [-0.59457, -1.53285, -5.38460], [-8.25368, 1.16458, 3.02120], [-3.37191, -2.03835, -3.95477], [-0.74882, 2.09270, -1.24685], [-2.78110, 1.04704, -7.38691], [-0.23256, 0.11964, -4.18837], [2.03864, -2.18671, 1.81506], [-5.41939, -0.56959, 0.92037], [2.80962, -0.66841, -6.58374], [-0.49030, 5.86123, -0.38190], [3.33398, 0.39971, 6.55955], [0.17819, -4.65736, 1.86097], [2.70748, 0.49080, 1.13686], [3.45825, 0.46537, -2.70616]],
  "atomic_forces_ev_per_a": [[-1.1, 1.3, -0.6], [1.5, 0.9, 1.6], [0.0, 0.0, 0.2], [0.3, 0.5, 0.2], [-0.1, -0.1, 0.1], [-1.0, 0.1, -0.3], [-0.2, 0.6, 0.4], [-0.3, 0.2, 0.6], [0.1, -0.1, 0.1], [1.4, 0.1, 0.1], [0.1, 0.0, -0.5], [0.3, 0.0, -0.1], [-0.2, 0.0, 0.0], [0.0, -0.1, -0.2], [-1.1, -0.5, -0.4], [0.5, 0.6, 0.4], [0.1, 0.2, 0.1], [0.5, 0.0, -0.1], [0.4, 0.2, 1.1], [0.1, -0.1, -0.5], [-0.5, 1.1, -1.1], [1.2, -0.6, 0.2], [0.5, 0.2, 0.0], [-0.1, 0.0, 0.0], [-0.2, 0.0, 0.3], [-0.5, 0.6, -0.1], [0.1, 0.1, -0.4], [-0.1, 1.0, -1.3], [-0.1, 0.3, 0.1], [0.1, 1.0, 0.9], [0.0, -0.4, -0.9], [0.2, -0.5, 1.0], [-0.4, -0.1, -1.0], [0.3, -0.8, -0.4], [0.0, 1.5, -1.3], [-0.4, 0.1, 0.4], [0.0, 0.8, 0.2], [0.0, -0.7, 0.4], [0.6, 0.7, -0.6], [-0.2, -1.0, -1.2], [1.7, 0.2, -0.7], [0.4, 0.2, 0.1], [-0.4, -0.3, 1.5], [0.1, -0.1, 0.1], [0.0, 0.2, 0.0], [0.3, -0.4, 0.2], [0.4, 0.3, -0.3], [-1.4, 0.5, 1.0], [0.6, -0.7, -0.7], [0.9, -0.6, 0.1], [-0.1, -0.2, 0.1], [-1.3, 0.3, -1.5], [-0.3, 0.0, 0.6], [0.1, 0.2, -0.3], [-0.5, 0.2, 0.0], [0.9, -0.9, -1.2], [-0.5, 0.0, 0.0], [-0.3, -0.5, 0.0], [0.2, -0.7, 0.2], [-0.2, 0.3, 0.0], [1.0, 0.5, -0.1], [-0.7, -0.3, 0.3], [0.1, -0.2, 0.1], [0.5, -0.2, 0.2], [0.0, 0.5, -0.2], [-0.2, 0.5, -1.5], [-0.3, 0.4, 0.2], [0.8, 0.0, 0.7], [-0.1, -0.3, -0.1], [-0.4, 0.1, 0.4], [0.0, -0.3, -0.9], [0.0, -0.3, 0.2], [0.6, -0.2, 0.5], [0.5, -0.2, 0.5], [-0.2, -0.2, -0.7], [-0.6, -0.1, 0.1], [0.1, 0.7, 0.6], [0.3, -0.3, 0.5], [1.5, -0.7, 0.1], [0.1, -0.7, 0.4], [-0.1, -0.1, 0.4], [0.1, 0.7, -0.3], [0.1, 0.2, 0.1], [-0.3, -0.3, -0.2], [0.3, 0.2, -0.3], [0.0, 0.2, 0.0], [0.2, 0.1, 0.2], [0.1, 0.0, 0.4], [0.2, -0.3, 0.3], [0.2, -0.5, 0.5], [-0.3, 0.3, -1.1], [0.9, -0.5, 0.2], [0.3, 0.6, -0.6], [0.5, -0.1, -0.2], [0.1, -0.3, 0.0], [-0.3, 0.2, 0.1], [0.0, -0.4, -0.9], [0.3, -0.8, -0.6], [0.0, 0.2, 0.1], [-0.2, 0.0, 0.0], [0.1, -0.3, -1.5], [-0.6, -0.6, -0.5], [-0.1, 0.5, 0.1], [-0.1, -0.4, 1.0], [-0.5, 0.4, -0.1], [0.4, -0.6, 0.3], [0.1, -0.3, 0.4], [0.9, 0.6, 0.2], [-0.1, 0.1, 0.1], [0.1, -0.1, 0.5], [-0.7, 0.1, 1.2], [-0.2, -0.2, 0.3], [-0.2, 0.0, -0.8], [0.5, -0.4, 1.8], [-0.7, 0.2, 0.1], [-0.2, -0.6, -0.5], [-0.1, 0.1, -0.1], [-0.2, -0.4, -0.1], [0.3, 0.5, 0.3], [-0.2, 0.0, -0.2], [0.6, -0.6, -1.0], [0.3, -0.1, 0.4], [-0.2, -0.8, -1.7], [0.7, 1.0, 0.4], [0.1, -0.1, -0.2], [0.0, 0.1, -0.1], [0.3, 0.5, 0.0], [-0.1, 0.2, 0.5], [0.1, 0.3, 0.0], [-0.4, 0.0, 0.1], [-0.7, 0.2, 0.2], [-0.1, -0.2, -0.4], [-0.2, -0.5, 0.2], [-0.3, -0.7, 0.3], [0.1, 0.0, 0.2], [-1.4, 0.2, 1.5], [-0.1, -0.3, 0.6], [-0.7, 0.4, -1.3], [0.0, -0.3, 0.1], [0.9, -0.4, 0.1], [0.1, -0.3, -0.1], [-0.5, -0.1, 0.2], [-0.1, -0.2, -0.3], [-0.3, -0.5, 0.4], [0.0, 0.0, 0.4], [0.2, 1.1, -1.1], [-0.2, 0.3, -0.7], [-0.3, -0.3, -0.3], [-0.6, 0.6, -1.1], [-0.6, 0.2, 0.7], [-1.0, 0.0, -1.2], [1.5, -1.5, 2.2], [-0.1, 0.5, -0.1], [-0.7, 0.3, -0.8], [0.1, 0.3, 0.4], [0.4, -0.4, 0.1], [0.1, 0.0, 0.7], [-1.4, 0.1, -1.0], [0.0, 0.0, 0.2], [0.5, 0.0, 0.0], [-0.4, 0.1, 0.1], [-0.1, -1.0, 1.4], [-0.6, -0.1, 1.0], [0.5, -0.2, 0.9], [-0.6, -0.2, 0.6], [-1.0, 0.1, -0.6], [0.2, 0.0, 0.0], [0.4, 0.1, -0.3], [-0.5, 0.5, -0.2]],
  "homo_energy_ev": -10.343,
  "de_lowest_kcal_mol": 42.4,
  "smiles": "COP(=O)(OC)OC.COP(=O)(OC)OC.COP(=O)(OC)OC.COP(=O)(OC)OC.COP(=O)(OC)OC.COP(=O)(OC)OC.COP(=O)(OC)OC.COP(=O)(OC)OC.O=S1(=O)OCCO1.O=S1(=O)OCCO1.O=S1(=O)OCCO1",
  "gap_ha": 0.3725,
  "lumo_ev": -0.208
}